Record 1
{
  "formula": "C10H10BrI",
  "method": "ωB97M-V/def2-TZVPD",
  "lumo_ev": 0.15,
  "gap_ev": 8.64,
  "homo_energy_ha": -0.3120,
  "species": ["C", "C", "C", "I", "C", "Br", "C", "C", "C", "C", "C", "C", "H", "H", "H", "H", "H", "H", "H", "H", "H", "H"],
  "positions_angstrom": [[-0.20, -3.63, -1.05], [-1.16, -2.56, -0.53], [-0.79, -1.07, -0.56], [-2.39, 0.40, -0.66], [0.49, -0.44, -0.38], [1.95, -1.42, 0.31], [0.90, 0.96, -0.41], [1.18, 1.69, 0.77], [1.73, 2.97, 0.73], [1.90, 3.56, -0.54], [1.34, 2.96, -1.66], [0.88, 1.66, -1.62], [0.21, -3.54, -2.12], [-0.67, -4.53, -1.00], [0.64, -3.61, -0.35], [-2.18, -2.65, -1.09], [-1.31, -2.81, 0.43], [1.36, 1.21, 1.69], [2.20, 3.23, 1.72], [2.36, 4.48, -0.77], [1.35, 3.50, -2.58], [0.65, 1.06, -2.52]]
}



Record 2
{
  "formula": "C10H10BrNO2Sn",
  "method": "ωB97M-V/def2-TZVPD",
  "charge": -2,
  "lumo_ev": 5.45,
  "relative_energy_kcal_mol": 16.4,
  "gap_ev": 4.99,
  "homo_energy_ha": 0.0168,
  "species": ["C", "C", "C", "H", "C", "C", "H", "H", "H", "H", "Sn", "Br", "C", "C", "C", "H", "C", "C", "H", "H", "H", "H", "O", "N", "O"],
  "positions_angstrom": [[0.44, 2.18, 0.08], [-0.77, 2.88, -0.20], [-1.35, 3.27, 1.05], [-1.15, 3.11, -1.19], [-0.51, 2.78, 2.10], [0.59, 2.10, 1.50], [1.39, 1.58, 2.03], [1.12, 1.79, -0.68], [-2.27, 3.84, 1.16], [-0.69, 2.91, 3.16], [-0.15, -0.82, -0.44], [-0.17, 0.00, -2.91], [0.17, -3.30, -0.02], [1.25, -2.90, 0.83], [2.19, -2.18, 0.07], [1.41, -3.26, 1.85], [1.75, -2.14, -1.29], [0.50, -2.89, -1.37], [-0.02, -3.20, -2.28], [-0.63, -3.99, 0.26], [3.18, -1.87, 0.41], [2.29, -1.74, -2.13], [-3.52, 1.44, -0.91], [-2.55, 0.85, -0.49], [-2.51, -0.44, -0.59]]
}



Record 3
{
  "formula": "C10H10BrNO3Ta",
  "method": "ωB97M-V/def2-TZVPD",
  "charge": 1,
  "lumo_ev": -8.36,
  "gap_ev": 3.34,
  "homo_energy_ha": -0.4299,
  "species": ["C", "C", "C", "H", "C", "C", "H", "H", "H", "H", "Ta", "Br", "C", "C", "C", "H", "C", "C", "H", "H", "H", "H", "O", "N", "O", "O"],
  "positions_angstrom": [[0.61, -0.39, -1.74], [0.73, 0.50, -2.86], [1.90, 1.29, -2.63], [0.21, 0.50, -3.81], [2.54, 0.92, -1.41], [1.73, -0.13, -0.87], [2.11, -0.83, -0.15], [-0.06, -1.23, -1.58], [2.26, 1.92, -3.41], [3.56, 1.22, -1.11], [0.32, 1.67, -0.94], [-2.00, 1.40, -1.97], [-1.72, -1.01, 2.77], [-0.44, -1.70, 2.70], [-0.43, -2.60, 1.58], [0.45, -1.37, 3.23], [-1.72, -2.49, 0.96], [-2.50, -1.52, 1.69], [-3.52, -1.25, 1.46], [-1.97, -0.18, 3.43], [0.40, -3.23, 1.21], [-2.08, -3.08, 0.12], [0.59, 3.63, 0.02], [-0.57, 3.51, 0.73], [-0.60, 3.58, 1.94], [0.17, 0.87, 0.63]]
}



Record 4
{
  "formula": "C10H10CdClN2OP",
  "method": "ωB97M-V/def2-TZVPD",
  "charge": 2,
  "lumo_ev": -12.13,
  "gap_ev": 2.43,
  "homo_energy_ha": -0.5349,
  "species": ["C", "C", "C", "C", "C", "C", "P", "O", "Cl", "C", "N", "C", "C", "N", "C", "H", "H", "H", "H", "H", "H", "H", "H", "H", "H", "Cd"],
  "positions_angstrom": [[3.66, -0.41, 0.29], [2.63, -1.11, -0.77], [1.04, -1.02, -0.36], [0.23, -2.46, -0.24], [-1.36, -2.39, 0.13], [-2.11, -0.91, 0.34], [-4.00, -1.02, 0.71], [-4.81, 0.51, 0.50], [-4.30, -1.48, 2.81], [-1.26, 0.53, 0.24], [-2.03, 1.80, 0.46], [-1.14, 3.00, 0.31], [0.45, 2.92, -0.03], [1.23, 1.66, -0.27], [0.32, 0.47, -0.12], [3.22, -0.21, 1.36], [4.65, -1.07, 0.32], [4.00, 0.63, -0.18], [2.96, -2.21, -1.01], [2.74, -0.50, -1.79], [0.77, -3.49, -0.41], [-1.97, -3.41, 0.20], [-4.42, 0.88, -0.36], [-1.62, 4.08, 0.47], [1.04, 3.95, -0.10], [0.09, 1.25, -2.50]]
}



Record 5
{
  "formula": "C10H10Cl4CoN2O3S",
  "method": "ωB97M-V/def2-TZVPD",
  "charge": -2,
  "lumo_ev": [4.79, 4.79],
  "relative_energy_kcal_mol": 15.0,
  "s_squared": 4.0673,
  "gap_ev": [4.18, 5.15],
  "homo_energy_ha": [0.0225, -0.0130],
  "multiplicity": 4,
  "species": ["Co", "Cl", "C", "C", "Cl", "C", "Cl", "C", "O", "C", "O", "C", "Cl", "C", "O", "C", "C", "H", "H", "H", "H", "H", "H", "N", "C", "N", "S", "H", "H", "H", "H"],
  "positions_angstrom": [[-0.29, -0.50, -0.03], [3.90, 3.69, -3.51], [2.50, 3.03, -2.73], [1.31, 3.72, -2.75], [1.20, 5.24, -3.56], [0.20, 3.17, -2.10], [-1.30, 4.06, -2.18], [0.22, 1.97, -1.39], [-0.80, 1.49, -0.78], [1.49, 1.24, -1.38], [1.57, 0.12, -0.77], [2.57, 1.80, -2.06], [4.07, 0.93, -2.05], [-2.07, 0.08, 2.85], [-0.76, -0.37, 3.00], [0.11, -0.20, 1.90], [1.45, -0.75, 2.36], [-2.75, -0.74, 3.11], [-2.27, 0.38, 1.81], [-2.27, 0.92, 3.53], [1.60, -0.55, 3.43], [2.25, -0.30, 1.79], [1.49, -1.83, 2.22], [0.17, -1.37, -2.88], [-0.85, -1.11, -1.93], [-1.96, -0.47, -2.56], [-1.25, -2.34, -0.74], [-0.13, -1.96, -3.65], [0.98, -1.78, -2.43], [-1.63, 0.36, -3.03], [-2.62, -0.19, -1.85]]
}



Record 6
{
  "formula": "C10H10ClFOs",
  "method": "ωB97M-V/def2-TZVPD",
  "lumo_ev": [0.45, -2.18],
  "s_squared": 6.0202,
  "gap_ev": [6.21, 6.22],
  "homo_energy_ha": [-0.2115, -0.3086],
  "multiplicity": 5,
  "species": ["C", "C", "C", "H", "C", "C", "H", "H", "H", "H", "Os", "Cl", "C", "C", "C", "H", "C", "C", "H", "H", "H", "H", "F"],
  "positions_angstrom": [[0.99, -1.07, 1.90], [0.98, -1.90, 0.76], [-0.36, -2.08, 0.36], [1.84, -2.43, 0.34], [-1.22, -1.46, 1.30], [-0.38, -0.89, 2.30], [-0.73, -0.31, 3.14], [1.91, -0.78, 2.41], [-0.69, -2.71, -0.44], [-2.32, -1.49, 1.25], [0.02, -0.03, 0.49], [0.93, 1.99, 1.65], [0.20, 2.28, -1.05], [-1.03, 1.62, -1.36], [-0.73, 0.36, -1.96], [-2.02, 2.04, -1.24], [0.70, 0.25, -2.03], [1.27, 1.42, -1.46], [2.32, 1.69, -1.45], [0.28, 3.27, -0.60], [-1.45, -0.30, -2.45], [1.24, -0.51, -2.61], [-1.75, 1.01, 0.75]]
}



| no. | electronic energy (Ha) |
| --- | --- |
| 1 | -3258.68229 |
| 2 | -3380.48796 |
| 3 | -3298.09841 |
| 4 | -1539.94113 |
| 5 | -4343.98640 |
| 6 | -1037.54240 |